The following is a quantum chemistry calculation of an isolated ion of composition C5H8N and charge +1 in a non-equilibrium geometry, from the OMol25 dataset.

Results
F_max: 5.4 eV/A
Total charge: +1
HOMO level: -0.546 Eh
Gap between HOMO and LUMO: 0.343 Eh
Electronic energy: -6794.7762 eV
Structure (SMILES): C=CC=[N+]1CC1

Positions of all 14 atoms, in Å:
1 C 2.81718 0.00129 0.01051
2 C 1.51168 -0.38788 0.02001
3 C 0.45676 0.54979 0.05969
4 N -0.87200 0.25082 0.00926
5 C -2.31650 0.56269 -0.02951
6 C -1.75614 -0.82537 0.04390
7 H 3.56394 -0.68643 -0.15572
8 H 3.23378 1.05708 -0.04901
9 H 1.14015 -1.35833 -0.08564
10 H 0.83010 1.50591 0.05158
11 H -2.50872 1.19191 -0.94462
12 H -2.56402 1.03610 0.97052
13 H -1.77283 -1.41490 0.94308
14 H -1.76340 -1.48267 -0.84404

The following is a quantum chemistry calculation of one molecule with the formula C5H8N2, from the OMol25 dataset.

Results
F_max: 0.4 eV/A
Total charge: 0
HOMO level: -0.277 Eh
Gap between HOMO and LUMO: 0.304 Eh
Electronic energy: -8288.6832 eV

Positions of all 15 atoms, in Å:
1 C -1.74589 1.01555 -0.72816
2 C -0.61412 0.17964 -0.22145
3 C -0.23439 -0.14627 1.09842
4 C 1.13653 -0.31045 1.65748
5 N 2.05741 0.28483 0.91708
6 C 0.23245 -1.85727 -0.07066
7 N -0.06165 -0.83744 -0.93603
8 H -2.69494 0.46140 -0.71975
9 H -1.86960 1.91518 -0.12003
10 H -1.56365 1.33420 -1.76154
11 H -0.97233 0.00515 1.89341
12 H 1.86614 0.79408 0.05030
13 H 3.02438 0.24212 1.20326
14 H 1.21980 -2.29458 -0.35112
15 H 0.21986 -0.78614 -1.91121

The energy above the lowest of the compared OMol25 structures with the same formula, charge and spin results, record by record, are as follows: 76.4, 145.6 kcal per mole.